Record 1
{"formula": "C17H27N6OW", "method": "wB97M-V/def2-TZVPD", "symbols": ["W", "C", "C", "N", "C", "C", "N", "C", "C", "N", "C", "C", "N", "C", "C", "C", "C", "C", "C", "C", "N", "H", "H", "H", "H", "H", "H", "H", "H", "H", "H", "H", "H", "H", "H", "H", "H", "H", "H", "H", "H", "H", "H", "H", "C", "O", "H", "H", "H", "N", "C", "H"], "xyz": [[0.087, -1.156, 0.589], [4.523, -0.682, 0.200], [3.054, -0.833, 0.028], [2.150, -0.499, 0.886], [2.441, 0.273, 2.096], [1.443, 1.412, 2.051], [0.078, 0.852, 1.811], [-0.628, 0.566, 3.091], [-2.020, 0.116, 2.742], [-1.950, -0.963, 1.711], [-2.984, -0.785, 0.641], [-2.500, 0.195, -0.411], [-1.196, -0.270, -0.906], [-0.977, -0.607, -2.131], [-1.910, -0.482, -3.282], [0.408, -1.090, -2.356], [1.011, -1.315, -3.580], [2.376, -1.575, -3.618], [3.125, -1.497, -2.448], [2.464, -1.249, -1.260], [1.128, -1.157, -1.226], [4.829, -0.767, 1.239], [4.847, 0.295, -0.175], [5.054, -1.438, -0.377], [3.453, 0.666, 2.097], [2.315, -0.346, 2.986], [1.688, 2.072, 1.222], [1.463, 1.996, 2.970], [-0.458, 1.585, 1.350], [-0.661, 1.450, 3.728], [-0.082, -0.212, 3.624], [-2.589, 0.951, 2.332], [-2.551, -0.228, 3.627], [-2.158, -1.847, 2.166], [-3.921, -0.436, 1.076], [-3.166, -1.754, 0.184], [-2.369, 1.195, 0.007], [-3.246, 0.282, -1.194], [-2.954, -0.437, -2.993], [-1.783, -1.322, -3.965], [-1.679, 0.430, -3.842], [0.442, -1.258, -4.498], [2.866, -1.773, -4.563], [4.202, -1.594, -2.476], [-0.937, -4.132, -0.106], [-0.743, -2.722, 0.005], [-1.822, -4.323, -0.708], [-1.078, -4.576, 0.878], [-0.074, -4.589, -0.585], [1.250, -3.251, 2.838], [0.848, -2.473, 2.099], [1.594, -3.934, 3.499]], "lowdin_spin": [1.35, 0.01, 0.07, 0.01, 0.00, 0.00, 0.01, 0.01, 0.00, 0.01, 0.00, 0.00, 0.01, 0.04, 0.01, 0.03, -0.01, 0.04, 0.00, 0.04, 0.03, 0.00, 0.00, 0.00, 0.00, 0.00, 0.00, 0.00, 0.00, 0.00, 0.00, 0.00, 0.00, 0.00, 0.00, 0.00, 0.00, 0.00, 0.00, 0.00, 0.00, 0.00, 0.00, 0.00, 0.02, 0.18, 0.00, 0.01, 0.00, 0.07, 0.05, 0.00], "lumo_ev": [-9.9, -11.1], "charge": 3, "fmax_ev_per_a": 1.5, "orbital_gap_ev": [7.5, 8.3], "e_tot_ev": -30856.1733, "s_squared": 2.016, "multiplicity": 3, "molar_mass_g_mol": 515.28}



Record 2
{"formula": "C13H13F3N2O3S", "method": "wB97M-V/def2-TZVPD", "symbols": ["C", "O", "C", "C", "C", "C", "C", "O", "O", "C", "C", "C", "C", "F", "C", "F", "F", "C", "N", "S", "N", "C", "H", "H", "H", "H", "H", "H", "H", "H", "H", "H", "H", "H", "H"], "xyz": [[-3.144, -2.236, -2.763], [-1.992, -3.010, -2.486], [-0.799, -2.320, -2.785], [-0.230, -1.604, -1.574], [-0.933, -1.379, -0.444], [-0.404, -0.667, 0.689], [-1.377, -0.491, 1.827], [-0.769, -0.529, 3.110], [-1.406, 0.404, 3.960], [0.873, -0.187, 0.644], [1.527, 0.621, 1.754], [0.955, 2.071, 1.775], [1.603, 2.976, 0.800], [1.628, 2.627, -0.496], [2.163, 4.143, 1.112], [3.053, 4.719, 0.338], [1.835, 4.798, 2.207], [1.668, -0.428, -0.524], [2.917, -0.032, -0.716], [3.330, -0.525, -2.199], [1.972, -1.251, -2.639], [1.111, -1.140, -1.635], [-4.019, -2.772, -2.415], [-3.215, -2.055, -3.839], [-3.091, -1.258, -2.278], [-0.048, -2.970, -3.228], [-1.037, -1.548, -3.527], [-1.944, -1.748, -0.363], [-1.889, 0.467, 1.708], [-2.142, -1.268, 1.776], [-1.044, 1.272, 3.726], [1.411, 0.158, 2.723], [2.586, 0.684, 1.518], [0.948, 2.498, 2.773], [-0.095, 1.978, 1.473]], "nbo_charge": [-0.25, -0.53, -0.08, -0.05, -0.19, -0.07, -0.11, -0.28, -0.43, 0.08, -0.45, -0.46, 0.23, -0.31, 0.66, -0.29, -0.30, 0.07, -0.61, 0.95, -0.64, 0.16, 0.20, 0.17, 0.16, 0.21, 0.18, 0.22, 0.20, 0.19, 0.45, 0.25, 0.24, 0.24, 0.20], "lumo_ev": -0.6, "fmax_ev_per_a": 1.5, "orbital_gap_ev": 8.3, "e_tot_ev": -41797.4026, "molar_mass_g_mol": 334.32}



Record 3
{"formula": "C79H63F4N2O9", "method": "wB97M-V/def2-TZVPD", "symbols": ["C", "C", "C", "C", "C", "C", "N", "C", "C", "C", "C", "F", "C", "C", "F", "F", "F", "C", "C", "C", "C", "N", "C", "C", "C", "C", "C", "C", "C", "O", "H", "H", "H", "H", "H", "H", "H", "H", "H", "H", "H", "H", "H", "H", "H", "H", "H", "H", "H", "H", "H", "H", "H", "H", "H", "H", "H", "H", "H", "H", "H", "C", "C", "C", "C", "C", "C", "C", "O", "C", "C", "C", "C", "C", "C", "C", "O", "H", "H", "H", "H", "H", "H", "H", "H", "C", "C", "C", "C", "C", "C", "C", "O", "C", "C", "C", "C", "C", "C", "C", "O", "H", "H", "H", "H", "H", "H", "H", "H", "C", "C", "C", "C", "C", "C", "C", "O", "C", "C", "C", "C", "C", "C", "C", "O", "H", "H", "H", "H", "H", "H", "H", "H", "C", "C", "C", "C", "C", "C", "C", "O", "C", "C", "C", "C", "C", "C", "C", "O", "H", "H", "H", "H", "H", "H", "H", "H"], "xyz": [[-1.929, 3.614, 7.559], [-0.645, 3.919, 6.632], [0.560, 4.155, 7.667], [-0.441, 2.632, 5.744], [0.613, 2.784, 4.565], [0.837, 4.269, 4.102], [1.765, 4.986, 4.855], [2.026, 6.298, 4.539], [1.407, 7.005, 3.405], [1.828, 8.495, 3.224], [0.696, 9.465, 3.773], [0.228, 8.913, 5.001], [0.437, 6.285, 2.525], [-0.210, 6.980, 1.300], [-1.443, 7.473, 1.722], [-0.516, 6.110, 0.264], [0.530, 7.972, 0.733], [0.148, 4.874, 2.934], [-0.876, 3.973, 2.182], [-2.352, 4.539, 2.124], [-2.921, 5.050, 3.517], [-3.923, 4.136, 4.123], [-5.189, 4.118, 3.371], [-6.296, 5.083, 3.920], [-7.319, 5.536, 2.939], [-8.424, 6.442, 3.308], [-8.523, 6.903, 4.702], [-7.531, 6.433, 5.670], [-6.408, 5.545, 5.313], [-5.487, 5.135, 6.300], [-2.694, 3.084, 6.927], [-2.330, 4.606, 7.906], [-1.648, 2.994, 8.459], [-0.911, 4.848, 6.062], [1.494, 3.608, 7.342], [0.312, 3.752, 8.691], [0.733, 5.256, 7.799], [-0.028, 1.836, 6.438], [-1.437, 2.217, 5.403], [1.614, 2.456, 4.985], [0.393, 2.084, 3.723], [2.253, 4.549, 5.639], [2.761, 6.850, 5.184], [2.733, 8.687, 3.876], [2.158, 8.750, 2.181], [-0.142, 9.615, 3.046], [1.210, 10.433, 4.035], [-0.939, 2.917, 2.544], [-0.518, 3.912, 1.108], [-3.009, 3.682, 1.782], [-2.509, 5.355, 1.372], [-3.482, 6.012, 3.307], [-2.124, 5.308, 4.267], [-3.511, 3.196, 4.143], [-5.599, 3.067, 3.440], [-5.071, 4.339, 2.266], [-7.275, 5.222, 1.864], [-9.195, 6.778, 2.568], [-9.371, 7.586, 4.958], [-7.661, 6.781, 6.730], [-4.871, 5.885, 6.403], [-1.290, 0.948, -1.720], [-1.391, -0.167, -2.547], [-1.902, -1.357, -2.050], [-2.303, -1.441, -0.720], [-2.179, -0.330, 0.116], [-1.682, 0.868, -0.392], [-2.556, -0.419, 1.549], [-2.451, 0.553, 2.280], [-3.053, -1.711, 2.079], [-3.357, -1.828, 3.433], [-3.835, -3.030, 3.936], [-4.021, -4.118, 3.087], [-3.715, -4.008, 1.738], [-3.221, -2.808, 1.232], [-2.864, -2.713, -0.203], [-3.022, -3.665, -0.944], [-0.899, 1.880, -2.113], [-1.072, -0.108, -3.582], [-1.983, -2.221, -2.700], [-1.596, 1.737, 0.249], [-3.218, -0.984, 4.098], [-4.066, -3.120, 4.991], [-4.401, -5.054, 3.479], [-3.856, -4.859, 1.082], [-2.839, -7.416, -0.565], [-1.805, -6.485, -0.639], [-0.610, -6.720, 0.025], [-0.446, -7.881, 0.776], [-1.490, -8.802, 0.870], [-2.683, -8.571, 0.188], [-1.349, -10.020, 1.706], [-2.257, -10.824, 1.786], [-0.083, -10.234, 2.450], [0.046, -11.342, 3.284], [1.230, -11.558, 3.973], [2.295, -10.674, 3.826], [2.171, -9.566, 3.001], [0.979, -9.337, 2.318], [0.844, -8.130, 1.466], [1.773, -7.354, 1.340], [-3.770, -7.235, -1.091], [-1.933, -5.579, -1.216], [0.194, -5.996, -0.040], [-3.492, -9.290, 0.247], [-0.779, -12.035, 3.399], [1.326, -12.419, 4.626], [3.223, -10.848, 4.360], [3.001, -8.878, 2.893], [2.535, -4.242, -3.880], [3.273, -5.081, -4.711], [3.117, -5.009, -6.088], [2.213, -4.105, -6.640], [1.457, -3.280, -5.805], [1.629, -3.344, -4.425], [0.456, -2.347, -6.376], [-0.202, -1.624, -5.648], [0.262, -2.313, -7.846], [-0.714, -1.483, -8.392], [-0.893, -1.435, -9.767], [-0.092, -2.209, -10.603], [0.878, -3.041, -10.063], [1.051, -3.103, -8.684], [2.067, -4.023, -8.115], [2.764, -4.702, -8.843], [2.665, -4.293, -2.805], [3.971, -5.790, -4.283], [3.696, -5.661, -6.731], [1.053, -2.696, -3.774], [-1.338, -0.876, -7.747], [-1.657, -0.792, -10.190], [-0.229, -2.165, -11.678], [1.495, -3.645, -10.718], [10.314, 0.789, -5.537], [10.244, -0.596, -5.668], [9.021, -1.212, -5.894], [7.861, -0.447, -5.978], [7.929, 0.939, -5.822], [9.160, 1.555, -5.613], [6.695, 1.763, -5.860], [6.753, 2.971, -5.728], [5.388, 1.087, -6.052], [4.216, 1.838, -6.033], [2.990, 1.217, -6.225], [2.930, -0.157, -6.447], [4.095, -0.910, -6.461], [5.326, -0.293, -6.255], [6.562, -1.114, -6.237], [6.509, -2.314, -6.426], [11.271, 1.269, -5.370], [11.145, -1.194, -5.596], [8.972, -2.289, -6.000], [9.219, 2.631, -5.505], [4.256, 2.908, -5.865], [2.078, 1.802, -6.205], [1.974, -0.639, -6.603], [4.044, -1.980, -6.629]], "lowdin_charge": [-0.08, -0.38, -0.08, -0.16, -0.10, -0.09, 0.14, 0.04, -0.07, -0.11, -0.14, -0.08, 0.09, -0.45, 0.11, 0.11, 0.14, -0.01, -0.13, -0.15, -0.20, -0.08, -0.19, -0.11, -0.04, -0.08, -0.08, -0.02, -0.23, -0.02, 0.07, 0.09, 0.08, 0.11, 0.07, 0.08, 0.08, 0.13, 0.11, 0.13, 0.12, 0.15, 0.16, 0.12, 0.13, 0.12, 0.13, 0.09, 0.13, 0.12, 0.10, 0.13, 0.10, 0.10, 0.14, 0.11, 0.10, 0.10, 0.10, 0.11, 0.11, -0.05, -0.04, 0.01, -0.08, -0.08, 0.00, -0.27, 0.06, -0.09, 0.00, -0.05, -0.04, 0.01, -0.08, -0.26, 0.09, 0.11, 0.10, 0.13, 0.09, 0.11, 0.11, 0.11, 0.12, -0.05, -0.06, 0.00, -0.08, -0.08, 0.00, -0.28, 0.11, -0.08, 0.00, -0.05, -0.06, 0.00, -0.09, -0.28, 0.10, 0.11, 0.09, 0.12, 0.12, 0.12, 0.11, 0.11, 0.12, -0.05, -0.04, 0.01, -0.09, -0.10, 0.00, -0.32, 0.08, -0.10, 0.00, -0.05, -0.05, 0.01, -0.08, -0.28, 0.12, 0.11, 0.11, 0.13, 0.11, 0.12, 0.11, 0.11, 0.12, -0.06, -0.05, 0.00, -0.08, -0.08, 0.00, -0.28, 0.10, -0.08, 0.00, -0.05, -0.03, 0.02, -0.08, -0.28, 0.11, 0.11, 0.11, 0.12, 0.12, 0.12, 0.11, 0.08, 0.11], "lumo_ev": -4.6, "charge": 1, "fmax_ev_per_a": 4.1, "orbital_gap_ev": 5.8, "e_tot_ev": -115216.2279, "molar_mass_g_mol": 1260.37}



Record 4
{"formula": "CoFH2O", "method": "wB97M-V/def2-TZVPD", "symbols": ["H", "O", "H", "F", "Co"], "xyz": [[0.732, -0.865, 0.207], [-0.206, -0.681, 0.077], [-0.685, -1.483, -0.149], [0.923, 1.741, 0.069], [-0.763, 1.287, -0.203]], "nbo_charge": [0.52, -1.00, 0.51, -0.84, 0.82], "lumo_ev": [0.2, -0.4], "fmax_ev_per_a": 1.2, "orbital_gap_ev": [6.9, 10.3], "e_tot_ev": -42422.4238, "s_squared": 6.004, "multiplicity": 5, "molar_mass_g_mol": 95.95}